[1]
{
  "formula": "C38H44AuN3O5S",
  "method": "ωB97M-V/def2-TZVPD",
  "total_charge": 0,
  "e_lumo_ev": [-3.75, -3.76],
  "homo_energy_ev": [-7.908, -7.904],
  "energy_ha": -2548.71522,
  "molar_mass_g_mol": 851.8,
  "elements": ["Au", "C", "C", "C", "C", "C", "C", "C", "C", "C", "C", "C", "C", "N", "C", "O", "C", "C", "C", "C", "C", "N", "C", "O", "N", "C", "C", "C", "C", "C", "C", "C", "C", "C", "C", "C", "C", "H", "H", "H", "H", "H", "H", "H", "H", "H", "H", "H", "H", "H", "H", "H", "H", "H", "H", "H", "H", "H", "H", "H", "H", "H", "H", "H", "H", "H", "H", "H", "H", "H", "H", "H", "H", "H", "C", "C", "C", "C", "C", "C", "C", "S", "O", "O", "O", "H", "H", "H", "H", "H", "H", "H"],
  "xyz": [[-0.299, -0.217, -0.082], [-2.111, -2.157, 2.224], [-2.039, -0.679, 2.619], [-3.330, -0.213, 3.304], [-0.814, -0.415, 3.465], [-0.749, -0.922, 4.742], [0.365, -0.705, 5.554], [1.473, 0.012, 5.090], [1.487, 0.556, 3.830], [2.761, 1.204, 3.319], [3.898, 0.175, 3.289], [3.153, 2.428, 4.152], [0.296, 0.392, 3.013], [0.199, 0.944, 1.805], [0.571, 2.277, 1.540], [0.656, 3.127, 2.391], [0.775, 2.598, 0.079], [0.943, 3.868, -0.425], [1.048, 4.002, -1.810], [0.986, 2.890, -2.641], [0.823, 1.649, -2.054], [0.758, 1.554, -0.737], [0.717, 0.328, -2.805], [1.030, 0.285, -3.981], [0.345, -0.713, -2.017], [0.376, -2.070, -2.424], [-0.668, -2.618, -3.177], [-0.579, -3.959, -3.537], [0.494, -4.739, -3.142], [1.515, -4.185, -2.385], [1.480, -2.847, -2.021], [2.605, -2.263, -1.179], [3.992, -2.625, -1.714], [2.452, -2.697, 0.283], [-1.871, -1.803, -3.601], [-3.170, -2.433, -3.084], [-1.911, -1.627, -5.121], [-2.952, -2.307, 1.544], [-2.252, -2.795, 3.102], [-1.200, -2.484, 1.711], [-1.965, -0.117, 1.693], [-3.609, -0.881, 4.125], [-4.142, -0.210, 2.576], [-3.233, 0.797, 3.709], [-1.587, -1.496, 5.122], [0.382, -1.120, 6.557], [2.345, 0.116, 5.725], [2.603, 1.522, 2.292], [4.131, -0.186, 4.295], [4.802, 0.631, 2.880], [3.641, -0.689, 2.673], [3.371, 2.143, 5.186], [2.358, 3.174, 4.158], [4.056, 2.882, 3.736], [0.962, 4.716, 0.248], [1.160, 4.988, -2.243], [1.034, 2.959, -3.721], [-1.375, -4.401, -4.128], [0.540, -5.783, -3.428], [2.352, -4.806, -2.083], [2.514, -1.180, -1.211], [4.187, -3.699, -1.640], [4.767, -2.111, -1.137], [4.096, -2.335, -2.762], [2.498, -3.787, 0.372], [1.488, -2.372, 0.697], [3.250, -2.271, 0.899], [-1.795, -0.812, -3.163], [-3.355, -3.399, -3.566], [-4.013, -1.772, -3.295], [-3.133, -2.586, -2.002], [-2.021, -2.592, -5.628], [-0.998, -1.148, -5.486], [-2.764, -1.000, -5.397], [-1.937, 6.250, 1.111], [-2.291, 4.870, 0.608], [-2.408, 3.799, 1.485], [-2.738, 2.530, 1.026], [-2.966, 2.313, -0.331], [-2.864, 3.383, -1.221], [-2.521, 4.643, -0.749], [-3.543, 0.732, -0.918], [-4.827, 0.523, -0.296], [-3.506, 0.833, -2.359], [-2.539, -0.260, -0.428], [-1.719, 6.240, 2.180], [-2.760, 6.948, 0.944], [-1.064, 6.653, 0.590], [-2.224, 3.954, 2.545], [-2.850, 1.711, 1.729], [-3.046, 3.206, -2.275], [-2.435, 5.472, -1.448]],
  "lowdin_charge": [1.2651, -0.0546, -0.4161, -0.0516, -0.1264, -0.0424, -0.0512, -0.0436, -0.1170, -0.3760, -0.0534, -0.0565, -0.1777, 0.0358, -0.4455, 0.0964, -0.1555, 0.0380, 0.0018, 0.0424, -0.1462, 0.0927, -0.4450, 0.1037, -0.0077, -0.1569, -0.1171, -0.0207, -0.0471, -0.0320, -0.1307, -0.3794, -0.0618, -0.0523, -0.3761, -0.0561, -0.0470, 0.0840, 0.0832, 0.0656, 0.0335, 0.0804, 0.0838, 0.0851, 0.1133, 0.1021, 0.1115, 0.1094, 0.0785, 0.0803, 0.0639, 0.0780, 0.0716, 0.0805, 0.1310, 0.1221, 0.1335, 0.1156, 0.1093, 0.1120, 0.1115, 0.0736, 0.0810, 0.0880, 0.0883, 0.0548, 0.0677, 0.0938, 0.0756, 0.0813, 0.0793, 0.0773, 0.0771, 0.0860, -0.0455, -0.2803, -0.0359, -0.0489, -0.2649, -0.0503, -0.0494, 0.4610, -0.2853, -0.3178, -0.4444, 0.0778, 0.0824, 0.0732, 0.1194, 0.0866, 0.1101, 0.1164]
}

---

[2]
{
  "formula": "C38H44BrF15NO18P",
  "method": "ωB97M-V/def2-TZVPD",
  "total_charge": 0,
  "e_lumo_ev": -1.72,
  "homo_energy_ev": -9.475,
  "energy_ha": -7296.83024,
  "smiles": "CC(=O)OCCCCCC1=CC(=O)c2c(cc(P(O)O)c(CON=O)c2Br)C1=O.CCOC(=O)C(F)(F)F.CCOC(=O)C(F)(F)F.CCOC(=O)C(F)(F)F.CCOC(=O)C(F)(F)F.CCOC(=O)C(F)(F)F",
  "molar_mass_g_mol": 1198.6,
  "elements": ["C", "C", "O", "O", "C", "C", "C", "C", "C", "C", "C", "C", "O", "C", "C", "C", "C", "P", "O", "O", "C", "C", "O", "N", "O", "C", "Br", "C", "O", "H", "H", "H", "H", "H", "H", "H", "H", "H", "H", "H", "H", "H", "H", "H", "H", "H", "H", "H", "C", "C", "O", "C", "O", "C", "F", "F", "F", "H", "H", "H", "H", "H", "C", "C", "O", "C", "O", "C", "F", "F", "F", "H", "H", "H", "H", "H", "C", "C", "O", "C", "O", "C", "F", "F", "F", "H", "H", "H", "H", "H", "C", "C", "O", "C", "O", "C", "F", "F", "F", "H", "H", "H", "H", "H", "C", "C", "O", "C", "O", "C", "F", "F", "F", "H", "H", "H", "H", "H"],
  "xyz": [[5.127, -1.661, 0.431], [5.795, -0.380, -0.090], [6.169, -0.285, -1.230], [5.960, 0.631, 0.827], [4.714, 1.160, 1.310], [4.797, 2.703, 1.229], [4.118, 3.181, -0.087], [2.647, 3.668, 0.231], [1.773, 3.274, -0.994], [0.307, 3.348, -0.640], [-0.404, 4.442, -0.901], [-1.849, 4.603, -0.534], [-2.272, 5.729, -0.378], [-2.639, 3.331, -0.346], [-1.904, 2.165, -0.073], [-2.562, 0.997, 0.140], [-3.936, 0.873, 0.110], [-4.514, -0.853, 0.492], [-4.094, -1.073, 2.078], [-6.161, -0.950, 0.455], [-4.685, 2.012, -0.194], [-6.199, 1.964, -0.277], [-6.688, 1.198, -1.404], [-5.734, 1.196, -2.456], [-5.504, 0.107, -2.794], [-4.007, 3.208, -0.417], [-5.046, 4.776, -0.861], [-0.396, 2.203, 0.022], [0.235, 1.349, 0.616], [5.553, -2.467, -0.155], [5.335, -1.800, 1.492], [4.060, -1.599, 0.199], [3.839, 0.782, 0.775], [4.601, 0.909, 2.374], [5.834, 3.044, 1.223], [4.271, 3.094, 2.104], [4.670, 3.992, -0.570], [4.042, 2.354, -0.799], [2.286, 3.218, 1.160], [2.707, 4.755, 0.342], [1.987, 4.021, -1.763], [2.035, 2.266, -1.322], [0.064, 5.299, -1.382], [-1.961, 0.111, 0.345], [-4.356, -0.310, 2.616], [-6.492, -0.496, 1.245], [-6.667, 2.946, -0.330], [-6.592, 1.486, 0.622], [-7.656, -4.086, 0.091], [-8.204, -4.199, 1.497], [-8.460, -5.573, 1.844], [-7.417, -6.267, 2.283], [-6.305, -5.852, 2.409], [-7.858, -7.689, 2.654], [-8.678, -8.213, 1.736], [-8.512, -7.692, 3.825], [-6.816, -8.508, 2.774], [-8.325, -4.573, -0.621], [-7.539, -3.041, -0.191], [-6.686, -4.577, 0.008], [-9.162, -3.686, 1.566], [-7.536, -3.739, 2.225], [0.062, 8.129, 3.464], [1.167, 9.119, 3.166], [2.458, 8.497, 3.306], [2.885, 7.814, 2.255], [2.296, 7.676, 1.224], [4.280, 7.240, 2.529], [4.378, 6.710, 3.754], [5.226, 8.185, 2.441], [4.581, 6.283, 1.656], [0.203, 7.685, 4.451], [-0.908, 8.620, 3.434], [0.060, 7.313, 2.740], [1.143, 9.936, 3.884], [1.057, 9.556, 2.174], [8.482, -7.394, -2.588], [7.069, -7.887, -2.355], [6.325, -6.944, -1.559], [5.778, -5.933, -2.218], [5.853, -5.739, -3.394], [4.983, -5.050, -1.247], [5.650, -4.833, -0.106], [3.819, -5.625, -0.915], [4.702, -3.860, -1.783], [8.973, -7.176, -1.639], [9.063, -8.144, -3.124], [8.484, -6.473, -3.171], [7.087, -8.817, -1.791], [6.555, -8.087, -3.290], [2.037, -9.534, -5.681], [2.499, -10.855, -5.104], [3.890, -11.086, -5.398], [4.760, -10.514, -4.579], [4.490, -9.833, -3.634], [6.190, -10.887, -4.989], [6.371, -10.813, -6.311], [6.486, -12.141, -4.622], [7.084, -10.079, -4.417], [2.245, -9.491, -6.750], [0.967, -9.403, -5.523], [2.561, -8.699, -5.216], [1.952, -11.676, -5.564], [2.321, -10.908, -4.030], [-5.725, 6.960, 1.621], [-4.295, 7.159, 2.070], [-4.005, 8.565, 2.219], [-4.367, 9.115, 3.370], [-4.902, 8.553, 4.278], [-3.958, 10.595, 3.393], [-4.236, 11.207, 2.237], [-2.637, 10.724, 3.606], [-4.585, 11.260, 4.358], [-5.920, 7.526, 0.709], [-5.928, 5.911, 1.434], [-6.425, 7.318, 2.378], [-3.609, 6.782, 1.314], [-4.085, 6.622, 2.995]],
  "lowdin_charge": [0.0187, -0.5034, 0.1245, -0.0298, -0.1837, -0.1537, -0.1749, -0.1628, -0.1308, -0.1347, 0.0749, -0.3174, 0.0468, -0.1035, -0.0702, -0.0393, -0.2675, 0.8855, -0.2644, -0.2919, -0.2383, -0.1819, -0.1178, -0.0135, 0.0958, -0.4461, 0.9304, -0.2576, 0.1257, 0.0505, 0.0926, 0.0952, 0.1255, 0.1235, 0.1154, 0.1039, 0.1103, 0.0973, 0.1081, 0.0998, 0.1259, 0.1185, 0.1375, 0.1246, 0.0615, 0.0519, 0.0586, 0.1109, -0.0571, -0.1977, 0.0326, -0.3993, 0.1739, -0.5462, 0.1648, 0.1650, 0.1726, 0.0844, 0.0619, 0.0827, 0.1250, 0.1220, -0.0479, -0.1887, 0.0383, -0.3997, 0.1644, -0.5436, 0.1662, 0.1705, 0.1649, 0.0872, 0.0650, 0.0778, 0.1276, 0.1272, -0.0525, -0.2068, 0.0399, -0.3966, 0.1760, -0.5350, 0.1565, 0.1684, 0.1613, 0.0832, 0.0805, 0.0805, 0.1291, 0.0952, -0.0574, -0.1941, 0.0383, -0.3936, 0.1700, -0.5367, 0.1720, 0.1710, 0.1604, 0.0842, 0.0840, 0.0788, 0.1256, 0.1252, -0.1002, -0.1919, 0.0343, -0.4034, 0.1711, -0.5444, 0.1686, 0.1534, 0.1747, 0.0834, 0.0196, 0.0806, 0.0947, 0.1281]
}